1.
The following is a DFT calculation (ωB97M-V with the def2-TZVPD basis set) of one molecule with the formula C8H15NO3S in a non-equilibrium geometry.

Computed properties:
- Energy relative to the best compared isomer or geometry (same formula, charge and spin): 5.315 eV
- F_max: 5.79 eV/Å

Structure (XYZ):
```
28
Properties=species:S:1:pos:R:3:lowdin_charge:R:1
C 2.49 -1.01 -0.03 -0.120
C 1.70 1.29 -0.02 -0.169
C 1.17 -0.03 -2.03 0.074
C 1.14 -1.30 0.61 -0.187
C 0.30 0.90 0.42 -0.208
C 2.22 0.27 -0.99 -0.358
C -1.19 -0.88 0.46 -0.288
C -3.06 1.10 1.17 -0.113
N 0.11 -0.47 0.21 -0.179
O -3.65 -0.84 -0.68 -0.313
O -2.23 1.05 -1.29 -0.332
O -1.49 -2.22 0.32 0.034
S -2.63 0.12 -0.32 0.674
H 3.26 -0.75 0.62 0.082
H 2.71 -1.86 -0.68 0.112
H 1.70 2.31 -0.47 0.129
H 2.48 1.29 0.76 0.116
H 0.33 0.67 -2.25 0.066
H 1.11 -0.90 -2.69 0.060
H 0.96 -2.37 0.61 0.132
H 1.42 -0.94 1.71 0.165
H 0.20 1.16 1.51 0.139
H -0.50 1.52 -0.16 0.134
H 3.26 0.48 -1.35 0.144
H -3.11 2.18 0.93 0.083
H -4.00 0.62 1.37 0.051
H -2.30 0.85 1.87 0.029
H -2.40 -2.25 0.40 0.043
```


2.
The following is a DFT calculation (ωB97M-V with the def2-TZVPD basis set) of a 2-piece molecular cluster, C8H15NP overall in a non-equilibrium geometry.

Computed properties:
- Energy relative to the best compared isomer or geometry (same formula, charge and spin): 0.766 eV
- F_max: 3.85 eV/Å
- Total charge: +1

Structure (XYZ):
```
25
Properties=species:S:1:pos:R:3:lowdin_charge:R:1
C 3.56 -1.23 0.03 -0.064
C 2.22 -1.68 -0.04 -0.082
C 3.57 0.14 0.02 -0.069
C 1.54 -0.52 -0.15 -0.073
C 1.87 1.96 -0.11 -0.008
C -1.89 -1.97 -0.20 -0.221
C -1.86 0.73 -1.32 -0.223
C -1.67 0.33 1.56 -0.220
N 2.28 0.59 -0.07 -0.166
P -1.11 -0.34 -0.04 0.967
H 4.42 -1.88 0.09 0.110
H 1.86 -2.69 -0.06 0.101
H 4.39 0.83 0.05 0.132
H 0.78 2.00 -0.23 0.062
H 2.15 2.47 0.81 0.106
H 2.34 2.48 -0.95 0.106
H -2.97 -1.84 -0.22 0.068
H -1.61 -2.60 0.65 0.060
H -1.57 -2.46 -1.12 0.060
H -1.57 0.39 -2.31 0.061
H -1.54 1.76 -1.19 0.050
H -2.94 0.68 -1.23 0.066
H -1.28 1.33 1.73 0.053
H -1.34 -0.32 2.37 0.060
H -2.76 0.37 1.56 0.066
```


3.
The following is a DFT calculation (ωB97M-V with the def2-TZVPD basis set) of C8H16AuN9Sb as an isolated structure.

Computed properties:
- Energy relative to the best compared isomer or geometry (same formula, charge and spin): 0.017 eV
- F_max: 0.19 eV/Å
- Total charge: -1

Structure (XYZ):
```
35
Properties=species:S:1:pos:R:3:lowdin_charge:R:1
Au -1.06 0.44 0.62 0.472
N -4.55 0.71 1.07 0.121
C -4.04 -0.57 1.08 -0.512
N -4.81 -1.64 1.23 -0.003
N -3.94 -2.68 1.16 -0.133
N -2.74 -2.26 1.01 -0.118
N -2.76 -0.90 0.96 -0.140
C -3.87 1.90 0.88 -0.513
N -4.50 3.06 0.86 -0.006
N -3.51 3.96 0.65 -0.138
N -2.37 3.37 0.55 -0.126
N -2.56 2.04 0.70 -0.146
H -5.54 0.79 1.18 0.126
C 4.34 0.57 0.69 -0.200
C 2.96 0.95 1.23 -0.438
Sb 1.34 0.07 0.15 1.299
C 1.94 -1.99 0.15 -0.446
C 0.85 -2.85 -0.48 -0.210
C 1.85 0.60 -1.86 -0.439
C 0.63 0.60 -2.77 -0.217
H 5.14 1.06 1.26 0.062
H 4.45 0.86 -0.35 0.056
H 4.50 -0.51 0.76 0.055
H 2.80 2.03 1.19 0.045
H 2.85 0.66 2.28 0.044
H 2.12 -2.28 1.19 0.049
H 2.89 -2.08 -0.38 0.041
H -0.11 -2.72 0.03 0.031
H 1.11 -3.91 -0.44 0.063
H 0.70 -2.59 -1.53 0.055
H 2.62 -0.10 -2.21 0.048
H 2.31 1.59 -1.82 0.047
H 0.16 -0.38 -2.82 0.055
H 0.89 0.90 -3.79 0.062
H -0.13 1.29 -2.40 0.052
```